# 1
Entry from OMol25: a cluster of 3 separate species, C17H38N5O4 in total (ωB97M-V with the def2-TZVPD basis set).

The HOMO energy comes out at -11.02 eV. The LUMO energy comes out at -0.11038 Ha. As for the net charge: +1.

Last column: natural (NBO) charge in e.
Positions of all 64 atoms, in Å:
O (-3.905, -0.095, -2.283)  -0.562
O (-0.878, 1.637, 1.044)  -0.494
O (0.970, 0.586, 0.320)  -0.763
O (0.429, -2.492, 3.354)  -0.549
N (2.488, -3.936, 4.814)  -0.817
N (-5.916, 0.539, -0.280)  -0.817
N (1.119, 3.111, -2.471)  -0.626
N (2.545, 1.328, -3.112)  -0.560
N (2.841, 2.423, -1.089)  -0.497
C (-0.605, 1.577, -1.307)  -0.559
C (-0.053, -1.310, 3.972)  -0.252
C (3.364, -0.884, -3.857)  -0.627
C (4.926, 4.253, 0.899)  -0.125
C (-5.286, -0.315, -2.540)  -0.075
C (1.777, -2.457, 2.937)  -0.071
C (-3.138, -1.258, -2.054)  -0.246
C (-6.001, -1.867, -0.631)  -0.615
C (2.812, -2.742, 4.035)  -0.081
C (-0.219, 1.275, 0.122)  0.782
C (2.586, 3.463, -0.085)  -0.296
C (-6.151, -0.498, -1.287)  -0.084
C (3.031, -1.572, 4.989)  -0.614
C (2.165, 2.262, -2.195)  0.714
C (-0.137, 2.999, -1.699)  -0.213
C (3.076, 0.016, -2.642)  -0.226
C (3.868, 3.900, 0.465)  -0.092
H (0.397, -0.416, 3.528)  0.164
H (1.947, 3.067, 0.707)  0.250
H (-2.109, -1.024, -2.339)  0.161
H (0.128, -1.314, 5.048)  0.175
H (1.865, -3.243, 2.180)  0.180
H (-6.022, -2.668, -1.372)  0.205
H (3.297, -0.297, -4.772)  0.226
H (-4.919, 0.573, -0.082)  0.348
H (-5.626, 0.580, -3.065)  0.187
H (-0.288, 0.807, -2.011)  0.219
H (-6.134, 1.452, -0.668)  0.353
H (-6.817, -2.035, 0.070)  0.230
H (2.214, -1.476, 5.704)  0.207
H (3.608, 1.798, -0.883)  0.435
H (3.126, -0.628, 4.447)  0.197
H (2.372, -0.450, -1.954)  0.207
H (1.994, -1.498, 2.438)  0.141
H (1.740, 1.160, -3.709)  0.392
H (2.459, -4.749, 4.206)  0.354
H (-7.189, -0.404, -1.617)  0.197
H (-1.695, 1.590, -1.323)  0.282
H (5.930, 4.440, 1.205)  0.254
H (4.380, -1.267, -3.805)  0.241
H (3.761, -2.930, 3.522)  0.187
H (4.021, 0.208, -2.136)  0.203
H (0.729, -0.346, 0.442)  0.511
H (-3.141, -1.539, -0.997)  0.171
H (2.674, -1.722, -3.911)  0.228
H (-3.473, -2.109, -2.653)  0.183
H (-1.130, -1.274, 3.813)  0.194
H (-0.096, 3.621, -0.805)  0.219
H (0.964, 3.189, -3.467)  0.408
H (3.944, -1.726, 5.563)  0.228
H (-5.406, -1.160, -3.230)  0.169
H (-0.906, 3.444, -2.326)  0.242
H (1.538, -3.842, 5.164)  0.357
H (2.109, 4.313, -0.570)  0.258
H (-5.072, -1.946, -0.065)  0.197

# 2
Entry from OMol25: a cluster of 6 separate species, C17H39Br2N5O5 in total (ωB97M-V with the def2-TZVPD basis set).

The SMILES is CN(C)C=O.CN(C)C=O.CN(C)C=O.CN(C)C=O.CN(C)C=O.BrCCBr. The HOMO energy comes out at -8.88 eV. The LUMO energy comes out at 0.01812 Ha. As for the net charge: 0. The calculation puts the energy above the lowest of the compared OMol25 structures with the same formula, charge and spin at 375.4 kJ/mol.

Last column: natural (NBO) charge in e.
Positions of all 68 atoms, in Å:
Br (0.823, -2.246, 0.841)  -0.085
Br (0.580, -1.599, -2.491)  -0.066
O (-3.636, 0.510, -0.465)  -0.659
O (-2.703, 4.128, -3.842)  -0.628
O (-1.862, -5.583, 3.158)  -0.649
O (4.413, 0.311, 1.569)  -0.661
O (0.500, 3.555, -0.285)  -0.621
N (-3.568, -1.845, -0.395)  -0.431
N (0.031, -5.402, 4.468)  -0.409
N (6.113, 1.037, 0.117)  -0.410
N (-1.711, 2.248, -4.246)  -0.429
N (-1.518, 4.368, 0.543)  -0.436
C (-1.068, 5.521, 1.336)  -0.422
C (6.840, 1.846, 1.066)  -0.420
C (5.129, 0.256, 0.472)  0.517
C (-0.696, 3.476, -0.137)  0.539
C (-0.925, 2.808, -5.317)  -0.423
C (0.913, -4.597, 3.648)  -0.429
C (1.062, -0.333, 0.134)  -0.378
C (-2.929, 4.302, 0.452)  -0.409
C (0.080, -0.282, -1.029)  -0.415
C (6.530, 1.073, -1.270)  -0.414
C (-3.531, -3.164, 0.323)  -0.415
C (-1.160, -5.823, 4.152)  0.535
C (-3.551, -2.100, -1.804)  -0.433
C (-3.577, -0.578, 0.206)  0.520
C (-2.625, 2.972, -3.601)  0.521
C (0.634, -5.758, 5.730)  -0.405
C (-1.543, 0.728, -4.036)  -0.425
H (0.108, 2.544, -5.089)  0.195
H (-1.033, 3.886, -5.436)  0.244
H (0.072, -6.458, 6.348)  0.215
H (-1.509, 6.373, 0.819)  0.193
H (-3.195, 3.286, 0.158)  0.228
H (0.706, -4.771, 6.188)  0.202
H (-1.519, -6.374, 5.034)  0.092
H (7.288, 2.661, 0.497)  0.200
H (-3.422, 5.017, -0.206)  0.194
H (6.661, 0.131, -1.803)  0.214
H (-3.323, 4.564, 1.434)  0.189
H (1.171, -3.634, 4.089)  0.207
H (0.018, 5.614, 1.331)  0.231
H (6.243, 2.215, 1.899)  0.241
H (2.102, -0.166, -0.145)  0.236
H (-3.832, -3.009, 1.360)  0.212
H (-0.500, 0.464, -3.864)  0.209
H (5.716, 1.556, -1.811)  0.206
H (-1.262, 2.693, -0.666)  0.114
H (-2.566, -2.084, -2.270)  0.214
H (7.447, 1.660, -1.321)  0.214
H (0.766, 0.366, 0.917)  0.243
H (-3.550, -0.658, 1.304)  0.141
H (1.843, -5.130, 3.452)  0.202
H (-4.373, -1.535, -2.245)  0.223
H (-4.290, -3.891, 0.035)  0.204
H (-1.411, 5.657, 2.362)  0.200
H (-2.597, -3.716, 0.227)  0.218
H (0.205, 0.693, -1.499)  0.237
H (-2.014, 0.478, -3.086)  0.219
H (-1.262, 2.365, -6.254)  0.187
H (0.348, -4.307, 2.762)  0.240
H (-3.226, 2.339, -2.930)  0.123
H (-3.976, -3.085, -2.001)  0.207
H (4.746, -0.268, -0.418)  0.112
H (-0.912, -0.593, -0.701)  0.233
H (1.600, -6.228, 5.543)  0.199
H (-1.937, 0.206, -4.909)  0.198
H (7.626, 1.309, 1.598)  0.202

What did we get for max |F|? Answer: 0.0287 0.1185 Eh/bohr, in the order shown.